(1)
Density functional theory data (ωB97M-V/def2-TZVPD) for a cluster of 13 separate species, H28NO12 in total in a non-equilibrium geometry.

* gap between HOMO and LUMO: 9.79 eV
* charge: +1
* HOMO energy: -12.880 eV
* LUMO level: -0.1135 hartree
* ΔE to the lowest compared entry with this formula, charge and spin: 9.9 kcal per mole

Element x y z (Å)
N  3.8325  -2.2953  -3.0857
H  4.6168  -1.9544  -2.5381
H  4.0810  -3.1056  -3.5900
H  3.7671  -1.5272  -3.7237
H  3.0252  -2.3169  -2.4787
O  6.3187  -1.9527  -0.6474
H  6.3133  -2.9732  -0.7746
H  6.9649  -1.7340  0.0592
O  3.3873  -0.9456  -0.2133
H  4.1721  -0.8808  0.2947
H  2.7168  -1.1183  0.4466
O  3.5038  -3.7378  -0.2372
H  3.1473  -4.2137  0.5081
H  3.4341  -2.7995  -0.0962
O  4.3978  0.1036  -5.6048
H  4.7765  0.9820  -5.7528
H  5.2125  -0.4186  -5.6570
O  7.2811  -0.5356  -2.8440
H  8.2103  -0.4291  -2.9567
H  7.2450  -1.1443  -2.0961
O  0.1967  -1.4035  -4.8025
H  1.0732  -1.7330  -4.9331
H  0.3771  -0.7077  -4.1190
O  6.0516  -4.3592  -1.9735
H  6.7080  -4.2922  -2.6543
H  6.4156  -5.1035  -1.5267
O  4.5145  0.7980  -2.8826
H  5.3576  0.5372  -3.1462
H  4.2080  1.4095  -3.5760
O  2.7589  -2.3660  -5.8007
H  3.3195  -2.0953  -6.4985
H  2.5891  -3.3138  -5.8820
O  5.5503  -3.8177  -5.2715
H  5.8934  -2.9366  -5.4674
H  5.1018  -4.1665  -6.0951
O  3.5744  -5.4655  -2.8881
H  4.1877  -6.1174  -3.1471
H  4.0350  -4.9509  -2.1440
O  0.8495  -3.0415  -2.3807
H  1.2508  -3.3682  -1.5329
H  0.6170  -3.9330  -2.8015

=====

(2)
Density functional theory data (ωB97M-V/def2-TZVPD) for a structure of composition AgBe2Cl3I3 in a non-equilibrium geometry.

* gap between HOMO and LUMO: 4.89 eV
* charge: -1
* HOMO energy: -4.805 eV
* LUMO level: 0.0033 hartree

Element x y z (Å)
Be  -0.7116  -0.3697  -2.0586
Be  -2.8930  0.5304  2.9197
Ag  2.8451  0.3032  0.4643
Cl  1.0092  -1.1130  -3.4767
Cl  -3.2488  -1.2127  3.4968
Cl  -1.0607  0.7680  -3.1485
I  -1.5835  0.7797  1.2914
I  2.0757  2.0132  -2.2781
I  3.5676  -1.6992  2.7897

=====

(3)
Density functional theory data (ωB97M-V/def2-TZVPD) for a structure of composition C21H23N6PdS2.

* gap between HOMO and LUMO (alpha / beta): 6.28 / 6.72 eV
* charge: -1
* spin multiplicity: 3
* HOMO energy (alpha / beta): -3.847 / -4.487 eV
* LUMO level (alpha / beta): 0.0893 / 0.0819 hartree

Element x y z (Å)
Pd  0.3428  0.5619  0.1463
S  2.6309  0.5407  -0.4131
C  2.9741  2.2397  -0.4163
C  4.3532  2.6077  -0.5252
N  5.4709  2.8705  -0.6184
C  2.0140  3.2032  -0.3374
S  0.3157  2.8679  -0.2397
C  2.3817  4.5872  -0.3558
N  2.6452  5.7083  -0.3655
N  -2.1079  0.0599  -0.2079
C  -2.9865  0.0799  0.8697
C  -4.2734  0.5862  0.6762
C  -5.1796  0.6628  1.7166
C  -4.8046  0.2302  2.9784
C  -3.5255  -0.2666  3.1683
C  -2.5848  -0.3674  2.1393
C  -1.2221  -0.8782  2.4894
C  -1.1802  -1.9122  3.4353
C  0.0070  -2.3188  4.0210
C  1.1772  -1.6563  3.6836
C  1.1495  -0.6733  2.7045
C  -0.0211  -0.2924  2.0341
H  -2.4911  0.2839  -1.1129
H  -1.4951  -0.7548  -0.2584
H  -4.5526  0.9253  -0.3152
H  -6.1695  1.0653  1.5406
H  -5.4885  0.2979  3.8146
H  -3.2202  -0.5542  4.1662
H  -2.1055  -2.4042  3.7167
H  0.0093  -3.1259  4.7441
H  2.1166  -1.9219  4.1564
H  2.0821  -0.2001  2.4151
C  -1.4106  -4.6404  1.3103
N  -1.1596  -4.0013  0.0273
C  -2.3530  -3.4171  -0.5504
C  0.0271  -3.3058  -0.1494
N  0.0273  -2.1424  -0.6967
N  1.1533  -3.9595  0.3373
C  2.3880  -3.2020  0.3995
C  1.3505  -5.3542  -0.0148
H  -1.9244  -3.9517  1.9918
H  -0.4777  -4.9379  1.7785
H  -2.0382  -5.5234  1.1677
H  -3.1148  -4.1942  -0.6344
H  -2.1298  -3.0164  -1.5358
H  -2.7537  -2.6037  0.0677
H  0.9908  -1.8519  -0.8450
H  2.2062  -2.2188  0.8269
H  2.8617  -3.0833  -0.5851
H  3.0854  -3.7315  1.0495
H  0.3963  -5.8287  -0.2262
H  1.8345  -5.8867  0.8076
H  1.9871  -5.4481  -0.9043

=====

(4)
Density functional theory data (ωB97M-V/def2-TZVPD) for a structure of composition C6H8N2OS in a non-equilibrium geometry.

* gap between HOMO and LUMO: 7.73 eV
* HOMO energy: -7.633 eV
* LUMO level: 0.0036 hartree
* ΔE to the lowest compared entry with this formula, charge and spin: 112.0 kcal per mole

Element x y z (Å)
C  -1.0065  0.1337  -0.7047
C  -1.8603  -0.8029  -0.9788
C  0.0090  -1.8376  -0.1196
C  1.4331  0.0756  -0.0055
C  1.2859  1.2666  0.8735
C  0.2167  1.6964  1.7480
H  -0.1496  2.1647  -1.0258
H  -2.9821  -0.6216  -1.0499
H  -1.4901  -2.9532  -0.8069
H  2.1559  -0.6677  0.4731
H  1.5351  0.2289  -1.1304
H  2.2776  1.8249  1.0553
H  0.0573  2.6228  2.4522
H  -0.6510  1.0536  1.6302
N  -1.2921  -2.0520  -0.6602
N  0.1594  -0.5406  -0.1012
O  -1.0184  1.3374  -1.3660
S  1.3201  -2.9289  -0.2833

=====

(5)
Density functional theory data (ωB97M-V/def2-TZVPD) for a cluster of 2 separate species, C12H11IN2O5P in total in a non-equilibrium geometry.

* gap between HOMO and LUMO: 6.45 eV
* charge: +1
* HOMO energy: -11.506 eV
* LUMO level: -0.1859 hartree

Element x y z (Å)
O  -2.7010  -1.1142  3.6235
C  -1.8559  -1.7739  2.9947
O  -2.1076  -3.0627  2.3968
P  -3.3523  -2.9559  1.1982
O  -4.6748  -3.8203  1.9154
I  -2.7908  -4.1976  -0.8435
C  -0.3289  -1.2589  2.8260
C  0.7949  -2.0382  3.5615
C  2.2522  -1.5420  3.3368
N  2.5520  -0.3976  2.4802
C  1.5112  0.3455  1.8031
C  -0.0076  -0.0393  1.9240
H  -4.3152  -4.2145  2.7558
H  0.6064  -2.9372  4.2331
H  3.1227  -2.0665  3.8498
H  3.5458  -0.1111  2.3646
H  1.7657  1.2386  1.1438
H  -0.8256  0.5412  1.3863
C  1.2034  2.7152  -4.7166
C  1.3219  3.5012  -3.5734
C  0.7941  3.0580  -2.3659
C  0.1519  1.8206  -2.3136
C  0.0235  1.0324  -3.4568
C  0.5522  1.4857  -4.6603
N  -0.3831  1.3381  -1.0404
O  -0.2695  2.0663  -0.0559
O  -0.9111  0.2351  -1.0230
H  1.6217  3.0624  -5.6565
H  1.8290  4.4590  -3.6240
H  0.8931  3.6800  -1.4828
H  -0.4787  0.0714  -3.4258
H  0.4605  0.8794  -5.5551

=====

no.,molar mass (g mol⁻¹)
1,234.2
2,613.0
3,530.0
4,156.2
5,421.1